Entry 1:
# C42H36ClI2N7O3Tm

A molecular structure, C42H36ClI2N7O3Tm (the ωB97M-V functional and the def2-TZVPD basis, the OMol25 dataset).

Positions of all 92 atoms, in Å:
1 Tm 11.2461 10.4557 11.1083
2 C 9.2117 8.8569 13.8338
3 C 10.2733 9.4330 14.7547
4 C 10.2796 10.9164 14.8060
5 C 10.0728 11.5495 16.0153
6 C 10.2202 12.9255 16.0485
7 C 10.4575 13.6326 14.8598
8 C 10.5916 12.8888 13.6875
9 N 10.4828 11.5502 13.6270
10 N 9.7350 8.4571 12.4738
11 C 8.5919 8.1463 11.6346
12 C 8.9541 8.1156 10.1804
13 C 8.5393 7.0412 9.3816
14 C 8.8380 7.0516 8.0438
15 C 9.5145 8.1799 7.5169
16 C 9.9126 9.1800 8.3495
17 N 9.6503 9.1412 9.6586
18 C 10.6119 7.2617 12.6564
19 C 11.7099 7.0810 11.6437
20 C 12.3228 5.8787 11.5512
21 C 13.4624 5.7131 10.7371
22 C 13.7701 6.7577 9.8933
23 C 13.0774 7.9353 10.0195
24 N 12.0822 8.1248 10.9103
25 H 8.4077 9.5524 13.6484
26 H 8.7410 7.9839 14.2959
27 H 11.2953 9.1306 14.4371
28 H 10.1067 9.0582 15.7633
29 H 9.9096 10.9729 16.9372
30 H 10.2220 13.4106 17.0185
31 H 10.5568 14.7089 14.8830
32 H 10.7453 13.4156 12.7282
33 H 7.8391 8.9510 11.7451
34 H 8.1105 7.2660 11.9703
35 H 7.9617 6.2614 9.8151
36 H 8.5459 6.2003 7.4187
37 H 9.7928 8.2055 6.4932
38 H 10.4398 10.0607 7.9698
39 H 10.0810 6.3470 12.7122
40 H 11.1763 7.3027 13.6143
41 H 12.0114 5.0988 12.2598
42 H 13.9963 4.7830 10.7978
43 H 14.5531 6.6002 9.2075
44 H 13.3003 8.7706 9.3663
45 C 15.1593 10.1396 8.8278
46 C 14.4154 11.3176 8.2916
47 N 15.0945 12.0822 7.4651
48 C 14.4794 13.1457 6.9560
49 C 13.1494 13.4300 7.1307
50 C 12.6205 14.6015 6.3680
51 O 12.0203 15.6341 7.1619
52 C 12.3549 12.5692 7.9384
53 C 10.9539 12.9257 8.0938
54 N 9.9748 12.2235 8.5056
55 C 8.6664 12.7605 8.3579
56 C 8.2440 13.3720 7.1410
57 C 6.9846 13.8681 6.9784
58 C 6.0642 13.7711 8.0249
59 C 6.4346 13.1704 9.2002
60 C 7.7309 12.6343 9.3678
61 I 8.2222 11.8954 11.2980
62 C 13.0092 11.4963 8.5618
63 O 12.3936 10.6140 9.3338
64 H 16.2395 10.3051 8.6136
65 H 14.8627 9.2734 8.2797
66 H 14.9616 10.0141 9.8911
67 H 15.0662 13.7843 6.3049
68 H 11.8246 14.3519 5.7069
69 H 13.4532 14.9579 5.7594
70 H 12.7338 15.9819 7.7351
71 H 10.7268 13.9557 7.7470
72 H 8.9198 13.4128 6.3337
73 H 6.7432 14.3489 6.0473
74 H 5.0760 14.1876 7.9584
75 H 5.7030 13.0576 10.0453
76 Cl 16.8580 14.0074 14.0883
77 C 15.4159 13.5817 13.1801
78 C 14.6808 14.5637 12.5341
79 C 13.5602 14.1725 11.8042
80 I 12.4381 15.5258 10.7569
81 C 13.0885 12.8760 11.7441
82 O 11.9646 12.5175 11.1870
83 C 13.9222 11.8744 12.3416
84 N 13.4842 10.5923 12.2794
85 C 14.2317 9.6505 12.8076
86 C 15.4857 9.8462 13.3771
87 C 15.8969 11.1612 13.5587
88 C 15.1133 12.2113 13.0286
89 H 14.9705 15.5994 12.5873
90 H 13.8136 8.6569 12.6770
91 H 16.0126 9.0052 13.7768
92 H 16.8433 11.3776 14.0438

Its net charge is +1. Its spin multiplicity is 3. Its expectation value of S² is 2.002. The LUMO energy (spin up / spin down) is -2.5 / -2.5 eV. The calculation puts the orbital gap (spin up / spin down) at 7.2 / 7.2 eV. The calculation puts the HOMO energy (spin up / spin down) at -9.6973 / -9.6964 eV.

***

Entry 2:
# C42H36N7O2SSe3SrTe

A molecular structure, C42H36N7O2SSe3SrTe (the ωB97M-V functional and the def2-TZVPD basis, the OMol25 dataset).

Positions of all 93 atoms, in Å:
1 Sr 3.4014 -2.7523 -1.4608
2 C -0.4891 -4.1320 4.0049
3 C 0.5347 -5.0033 4.3603
4 C 1.8037 -4.7562 3.8902
5 C 2.0413 -3.6657 3.0370
6 N 1.0562 -2.8243 2.7140
7 C -0.1557 -3.0553 3.2012
8 C 3.4003 -3.4392 2.4632
9 C 4.4648 -3.6259 3.3412
10 C 5.7797 -3.5089 2.8831
11 C 5.9936 -3.2229 1.5543
12 C 4.8914 -3.0338 0.7256
13 C 3.5501 -3.1081 1.0977
14 H -1.5063 -4.2735 4.3419
15 H 0.3412 -5.8616 4.9921
16 H 2.6288 -5.4039 4.1521
17 H -0.9116 -2.3190 2.9454
18 H 4.2860 -3.8240 4.3901
19 H 6.6081 -3.6484 3.5684
20 H 7.0080 -3.1631 1.1651
21 H 5.1368 -2.7994 -0.3177
22 C -1.4401 11.2804 -0.4080
23 O -1.6886 10.4055 -1.4868
24 C -1.2050 9.1315 -1.3819
25 C -0.5331 8.6403 -0.2699
26 C -0.0853 7.3220 -0.2789
27 C -0.2971 6.4950 -1.3690
28 C -0.9777 7.0057 -2.4758
29 C -1.4271 8.3058 -2.4857
30 C 0.1569 5.0945 -1.4029
31 N 0.0703 4.3104 -2.4489
32 C 0.5840 3.1003 -2.0165
33 C 0.9762 3.1751 -0.7076
34 N 0.7001 4.4688 -0.3122
35 C 1.5014 2.0636 0.0308
36 C 1.9586 2.1153 1.3512
37 C 2.3571 0.9494 1.9552
38 C 2.2690 -0.2508 1.2320
39 N 1.8837 -0.3144 -0.0249
40 C 1.5198 0.8264 -0.6314
41 C 1.1133 0.7277 -2.0405
42 N 1.1784 -0.4875 -2.6027
43 C 0.8742 -0.5943 -3.8767
44 C 0.4658 0.4845 -4.6734
45 C 0.3547 1.7274 -4.0954
46 C 0.6823 1.8635 -2.7451
47 H -1.8623 12.2414 -0.6918
48 H -0.3665 11.3926 -0.2312
49 H -1.9254 10.9260 0.5063
50 H -0.3512 9.2530 0.5988
51 H 0.4408 6.9670 0.5980
52 H -1.1483 6.3586 -3.3239
53 H -1.9571 8.7051 -3.3375
54 H 0.8300 4.8583 0.6022
55 H 2.0083 3.0582 1.8851
56 H 2.7276 0.9274 2.9696
57 H 2.5115 -1.1945 1.7064
58 H 0.9472 -1.5815 -4.3221
59 H 0.2457 0.3214 -5.7188
60 H 0.0289 2.5925 -4.6571
61 Se 5.2280 -5.0049 -2.0477
62 Se 3.6299 -2.7371 -4.4561
63 Te 5.8187 -2.8855 -3.3210
64 Se 5.5573 -0.7449 -1.9170
65 C -4.2255 -4.2682 2.2267
66 C -3.7556 -5.0940 1.0361
67 C -2.2499 -5.0499 0.8146
68 N -1.8209 -3.6967 0.5324
69 C -0.8311 -3.3599 -0.3020
70 S 0.1150 -4.4110 -1.1189
71 N -0.6590 -1.9709 -0.4070
72 C -1.5920 -0.9685 -0.3022
73 O -1.2692 0.1618 0.0164
74 C -3.0144 -1.2713 -0.6847
75 C -3.3135 -2.1582 -1.7137
76 C -4.6312 -2.3596 -2.0900
77 C -5.6497 -1.6797 -1.4297
78 C -5.3490 -0.7857 -0.4149
79 C -4.0281 -0.5691 -0.0480
80 H -5.2647 -4.4820 2.4742
81 H -4.1700 -3.1965 2.0297
82 H -3.6267 -4.4747 3.1140
83 H -4.2562 -4.7471 0.1307
84 H -4.0374 -6.1389 1.1829
85 H -1.9565 -5.6746 -0.0283
86 H -1.7063 -5.4115 1.6932
87 H -2.2394 -2.9685 1.0854
88 H 0.2888 -1.6235 -0.4959
89 H -2.5205 -2.6829 -2.2299
90 H -4.8629 -3.0479 -2.8906
91 H -6.6789 -1.8380 -1.7227
92 H -6.1428 -0.2526 0.0909
93 H -3.7706 0.1414 0.7251

Its net charge is -1. The LUMO energy is 1.8 eV. The calculation puts the orbital gap at 5.9 eV. The calculation puts the HOMO energy at -4.1430 eV.

***

Entry 3:
# C42H36NO9PReS

A molecular structure, C42H36NO9PReS (the ωB97M-V functional and the def2-TZVPD basis, the OMol25 dataset).

Positions of all 91 atoms, in Å:
1 Re 0.7578 -0.3358 0.8502
2 O 2.5079 -4.2395 -1.0614
3 C 2.3164 -3.0227 -0.5985
4 O 1.2196 -2.5125 -0.4651
5 C 3.5736 -2.2909 -0.2625
6 C 4.8449 -2.7446 -0.5836
7 C 5.9197 -1.9292 -0.2600
8 C 5.6797 -0.7160 0.3711
9 C 4.3663 -0.3644 0.6585
10 N 3.3379 -1.1363 0.3406
11 C 3.9256 0.9324 1.2826
12 O 4.8063 1.6960 1.8986
13 O 2.7698 1.2701 1.1973
14 H 1.6528 -4.6498 -1.2697
15 H 4.9817 -3.6983 -1.0723
16 H 6.9296 -2.2300 -0.5015
17 H 6.5082 -0.0627 0.6113
18 H 5.6644 1.2691 2.0171
19 O 1.3205 -0.9470 4.6476
20 C 0.6206 -1.2419 3.7381
21 O 1.1447 -1.1522 2.4492
22 C -0.7521 -1.8087 3.8185
23 C -1.0673 -2.3836 5.0476
24 C -2.2986 -2.9841 5.2511
25 C -3.2238 -3.0183 4.2216
26 C -2.9210 -2.4415 2.9973
27 C -1.6929 -1.8185 2.7793
28 P -1.5004 -1.0263 1.1518
29 C -2.1184 -2.2974 0.0146
30 C -1.5665 -3.5776 0.0951
31 C -2.0334 -4.5886 -0.7239
32 C -3.0511 -4.3303 -1.6363
33 C -3.6077 -3.0638 -1.7141
34 C -3.1479 -2.0478 -0.8868
35 C -2.6647 0.3533 1.0509
36 C -3.6262 0.6011 2.0265
37 C -4.4996 1.6688 1.8795
38 C -4.4202 2.4864 0.7622
39 C -3.4547 2.2481 -0.2078
40 C -2.5717 1.1928 -0.0600
41 H -0.3253 -2.3592 5.8337
42 H -2.5288 -3.4321 6.2077
43 H -4.1839 -3.4948 4.3656
44 H -3.6549 -2.4763 2.2014
45 H -0.7901 -3.7885 0.8216
46 H -1.6245 -5.5871 -0.6393
47 H -3.4213 -5.1238 -2.2711
48 H -4.4156 -2.8681 -2.4063
49 H -3.6101 -1.0704 -0.9327
50 H -3.6927 -0.0216 2.9088
51 H -5.2430 1.8606 2.6413
52 H -5.1050 3.3161 0.6512
53 H -3.3830 2.8925 -1.0740
54 H -1.8032 1.0337 -0.8063
55 C -0.8695 2.3730 3.6845
56 O -0.3334 1.2138 3.0072
57 C 0.0587 1.3946 1.7383
58 O -0.0064 2.4396 1.1511
59 H -1.3941 1.9865 4.5530
60 H -1.5485 2.9086 3.0252
61 H -0.0546 3.0244 3.9927
62 O 0.6233 0.4426 -0.9738
63 S 1.6987 0.5186 -2.1177
64 C 1.5906 2.2387 -2.6362
65 C 2.2734 3.1301 -1.6419
66 C 1.5284 4.0275 -0.8918
67 C 2.1623 4.8652 0.0133
68 C 3.5372 4.8019 0.1729
69 C 4.2869 3.9049 -0.5785
70 C 3.6569 3.0718 -1.4851
71 C 0.9016 -0.3492 -3.5034
72 C -0.3983 0.2325 -3.9609
73 C -0.4448 1.0075 -5.1163
74 C -1.6413 1.5743 -5.5277
75 C -2.7953 1.3687 -4.7850
76 C -2.7540 0.5826 -3.6421
77 C -1.5603 0.0111 -3.2316
78 H 0.5321 2.4612 -2.7732
79 H 2.0866 2.2464 -3.6125
80 H 0.4529 4.0652 -1.0040
81 H 1.5794 5.5632 0.5979
82 H 4.0307 5.4584 0.8764
83 H 5.3624 3.8704 -0.4665
84 H 4.2465 2.3934 -2.0952
85 H 0.8228 -1.3860 -3.1716
86 H 1.6680 -0.2985 -4.2821
87 H 0.4540 1.1669 -5.7005
88 H -1.6731 2.1702 -6.4293
89 H -3.7298 1.8085 -5.1056
90 H -3.6596 0.4049 -3.0754
91 H -1.5388 -0.6323 -2.3611

Its net charge is +2. Its spin multiplicity is 2. Its expectation value of S² is 0.870. The LUMO energy (spin up / spin down) is -6.5 / -6.2 eV. The calculation puts the orbital gap (spin up / spin down) at 7.2 / 7.5 eV. The calculation puts the HOMO energy (spin up / spin down) at -13.7243 / -13.7269 eV.

***

Going through the records in order, we get ΔE to the lowest compared entry with this formula, charge and spin values of 3.08, 107.06, 31.86 kJ/mol.
Going through the records in order, we get energy values of -118965.2680, -273673.3926, -86298.0244 eV.